Record 1
The following is a DFT calculation (ωB97M-V with the def2-TZVPD basis set) of the molecule C20H21N3O3S at a distorted geometry.

Values from the calculation:
Frontier orbital gap (eV): 8.3
SMILES string: Cc1occc1-c1nnc(SCC(=O)c2ccccc2)n1C[C@H]1CCCO1
LUMO energy (eV): 0.10

```
48
Properties=species:S:1:pos:R:3:forces:R:3:nbo_charge:R:1
C -1.0500 -3.2866 0.8778 -0.3 0.0 0.0 -0.67
C -1.9673 -2.5851 -0.0526 0.9 0.7 -0.5 0.34
O -3.2753 -2.8930 -0.0569 -0.1 -0.4 0.3 -0.40
C -3.8761 -2.1114 -0.9726 -0.1 0.7 -0.6 0.08
C -2.9775 -1.2838 -1.5617 -0.4 -0.3 0.2 -0.31
C -1.7215 -1.5844 -0.9599 -0.5 -0.8 0.5 -0.13
C -0.4279 -1.0081 -1.2319 0.1 0.2 0.0 0.32
N 0.6797 -1.7040 -1.3535 -0.6 -0.8 0.0 -0.29
N 1.6815 -0.8646 -1.6129 0.7 0.3 -0.3 -0.27
C 1.1913 0.3412 -1.6318 0.0 0.6 -0.3 0.12
S 2.1064 1.7891 -1.9823 0.2 0.0 0.1 0.25
C 2.5190 2.3789 -0.2832 -0.3 0.2 -0.3 -0.62
C 2.3645 1.2837 0.7512 -0.1 0.4 0.0 0.55
O 1.5177 1.4105 1.6138 0.2 -0.1 0.0 -0.55
C 3.2093 0.0868 0.6383 0.3 -0.6 0.4 -0.11
C 4.3301 0.0094 -0.1881 -0.2 0.1 0.3 -0.16
C 5.0351 -1.1739 -0.2816 0.1 -0.1 0.0 -0.22
C 4.6315 -2.2892 0.4349 0.0 0.0 0.0 -0.17
C 3.5232 -2.2196 1.2636 0.0 0.0 0.0 -0.22
C 2.8198 -1.0386 1.3698 0.0 0.3 -0.1 -0.16
N -0.1608 0.3199 -1.4077 0.4 -0.8 -0.1 -0.36
C -1.0241 1.4558 -1.2523 -0.5 0.4 0.6 -0.24
C -1.3774 1.7130 0.2278 0.4 0.3 -0.2 0.06
C -2.1062 3.0622 0.3935 0.0 -0.2 0.0 -0.43
C -3.3302 2.7022 1.2367 0.0 -0.2 -0.1 -0.43
C -3.5405 1.2385 0.8545 -0.3 0.2 0.0 -0.06
O -2.2401 0.7063 0.7297 0.1 -0.1 0.1 -0.53
H -1.2808 -4.3494 0.9006 0.1 -0.1 0.0 0.23
H -0.0281 -3.1391 0.5410 0.0 0.0 0.0 0.26
H -1.1597 -2.8907 1.8877 0.0 0.0 0.1 0.22
H -4.9308 -2.2405 -1.1132 -0.1 -0.1 0.0 0.20
H -3.1748 -0.5806 -2.3452 -0.1 0.1 -0.2 0.22
H 3.5433 2.7442 -0.3369 0.0 0.0 0.0 0.24
H 1.8466 3.2028 -0.0382 0.1 -0.1 0.1 0.24
H 4.6551 0.8633 -0.7616 0.0 0.1 -0.1 0.21
H 5.8993 -1.2311 -0.9263 0.1 0.0 0.0 0.22
H 5.1792 -3.2153 0.3432 0.0 -0.1 0.0 0.21
H 3.2043 -3.0891 1.8185 0.0 -0.1 0.0 0.22
H 1.9441 -0.9650 1.9978 -0.1 0.0 0.0 0.23
H -1.9436 1.2902 -1.8181 0.1 0.1 0.0 0.21
H -0.4986 2.3247 -1.6606 -0.1 -0.1 0.0 0.23
H -0.4624 1.6652 0.8294 -0.2 0.1 -0.2 0.23
H -1.4729 3.8041 0.8734 0.0 0.1 -0.1 0.23
H -2.4151 3.4441 -0.5810 0.0 0.1 0.0 0.20
H -4.1958 3.3225 1.0177 0.0 0.1 0.0 0.21
H -3.0945 2.7746 2.2981 0.0 0.0 0.0 0.21
H -4.0641 0.6525 1.6100 0.0 0.0 -0.1 0.20
H -4.0845 1.1573 -0.0991 0.0 0.0 0.1 0.16
```
Positions in Å, forces in eV/Å.



Record 2
The following is a DFT calculation (ωB97M-V with the def2-TZVPD basis set) of the molecule C20H21N3O4.

Values from the calculation:
Frontier orbital gap (eV): 8.7
SMILES string: Cc1ccc(CNC(=O)CCNC(=O)Cn2ccc3ccccc3c2=O)o1
LUMO energy (eV): 0.69

```
48
Properties=species:S:1:pos:R:3:forces:R:3:nbo_charge:R:1
C 1.4374 -4.0750 -0.3434 0.1 0.2 0.2 -0.68
C 1.8559 -2.7692 -0.9171 0.0 -0.5 -0.8 0.29
C 2.3044 -2.4035 -2.1511 -0.2 -0.2 0.5 -0.33
C 2.5671 -1.0113 -2.0882 0.0 0.3 0.6 -0.31
C 2.2563 -0.6242 -0.8201 0.4 0.2 -0.8 0.27
C 2.3197 0.7060 -0.1385 0.0 0.1 0.0 -0.27
N 1.9563 0.6025 1.2549 0.3 -0.3 -0.2 -0.61
C 1.0288 1.4100 1.8110 0.1 -0.1 0.6 0.69
O 0.4972 2.3130 1.2003 -0.2 0.3 -0.1 -0.63
C 0.7402 1.1337 3.2832 -0.2 0.0 -0.1 -0.51
C 0.1982 -0.2738 3.5455 0.2 -0.1 0.1 -0.22
N -0.8987 -0.5691 2.6547 0.0 0.5 0.3 -0.63
C -0.9588 -1.6935 1.9302 -0.5 -0.1 -0.2 0.68
O -0.2081 -2.6406 2.0591 0.2 -0.3 0.0 -0.64
C -2.0790 -1.6638 0.8785 0.0 -0.2 0.4 -0.30
N -1.7374 -0.7144 -0.1650 -0.3 0.4 0.2 -0.40
C -1.0958 -1.1509 -1.2868 0.4 0.0 -0.9 0.04
C -0.6912 -0.3097 -2.2584 -0.1 -0.4 0.2 -0.27
C -0.9224 1.0912 -2.1184 -0.3 0.2 0.4 -0.04
C -0.4915 2.0292 -3.0657 0.0 0.0 0.0 -0.21
C -0.7304 3.3697 -2.8769 0.1 -0.1 -0.1 -0.18
C -1.4065 3.8162 -1.7412 -0.1 0.0 0.1 -0.23
C -1.8383 2.9142 -0.7986 0.0 0.0 0.0 -0.13
C -1.6045 1.5474 -0.9751 0.2 0.2 -0.4 -0.09
C -2.0299 0.6204 0.0581 -0.1 -0.2 0.0 0.65
O -2.6041 0.9504 1.0927 -0.2 0.2 0.1 -0.67
O 1.8272 -1.6872 -0.1064 0.0 0.1 0.3 -0.42
H 0.8350 -3.8934 0.5445 -0.1 -0.1 0.0 0.27
H 0.8677 -4.6475 -1.0716 0.0 0.0 0.0 0.22
H 2.3074 -4.6644 -0.0535 0.0 -0.1 0.0 0.22
H 2.4351 -3.0429 -3.0002 0.0 -0.2 -0.1 0.23
H 2.9347 -0.3863 -2.8760 0.1 0.2 -0.1 0.22
H 1.6210 1.4154 -0.5987 0.1 -0.1 0.1 0.26
H 3.3333 1.1204 -0.2355 -0.2 0.0 -0.1 0.21
H 2.3114 -0.1935 1.7602 -0.1 0.1 0.1 0.40
H 0.0025 1.8728 3.6001 0.1 0.0 0.0 0.23
H 1.6539 1.2860 3.8607 0.0 0.0 0.0 0.23
H 0.9565 -1.0459 3.3844 -0.1 0.1 0.1 0.22
H -0.1379 -0.3407 4.5874 0.2 0.0 -0.1 0.20
H -1.5621 0.1762 2.4484 0.0 -0.2 -0.1 0.44
H -2.1947 -2.6587 0.4472 0.1 0.1 0.1 0.23
H -3.0141 -1.3411 1.3448 0.1 -0.1 -0.1 0.25
H -0.9295 -2.2159 -1.3436 0.0 -0.1 0.0 0.22
H -0.1873 -0.6869 -3.1324 0.1 -0.1 0.0 0.23
H 0.0357 1.6812 -3.9423 0.0 0.0 -0.1 0.21
H -0.3896 4.0855 -3.6111 0.0 0.0 -0.1 0.21
H -1.5822 4.8721 -1.6031 0.0 0.1 0.0 0.22
H -2.3504 3.2312 0.0959 0.0 0.0 0.1 0.24
```
Positions in Å, forces in eV/Å.



Record 3
The following is a DFT calculation (ωB97M-V with the def2-TZVPD basis set) of the molecule C20H21N3O6S at a distorted geometry.

Values from the calculation:
Frontier orbital gap (eV): 7.5
SMILES string: COc1ccc(C2=NS(=O)(=O)N(C)C(C(=O)Nc3ccc(OC)c(OC)c3)=C2)cc1
LUMO energy (eV): -0.53

```
51
Properties=species:S:1:pos:R:3:forces:R:3:nbo_charge:R:1
C -7.2909 -3.8890 -0.5279 -0.3 0.0 0.0 -0.25
O -5.9034 -4.0090 -0.3113 0.4 0.0 0.1 -0.48
C -5.1550 -2.8841 -0.2317 0.2 0.1 0.0 0.33
C -5.6427 -1.5841 -0.3567 -0.3 -0.3 0.0 -0.31
C -4.7796 -0.5126 -0.2555 0.4 0.0 0.0 -0.14
C -3.4136 -0.6952 -0.0412 -0.4 -0.2 0.0 -0.07
C -2.5495 0.4866 0.0467 0.4 0.1 0.1 0.31
N -3.1190 1.6008 0.3963 0.0 0.6 0.2 -0.77
S -2.3783 3.0207 0.3025 0.3 -0.2 -0.1 2.43
O -2.5749 3.6044 -0.9855 0.1 -0.2 -0.1 -0.91
O -2.6649 3.8211 1.4460 0.0 -0.1 0.2 -0.92
N -0.6892 2.6204 0.4175 -1.1 -0.2 -0.2 -0.59
C 0.1940 3.7189 0.7095 0.4 0.7 0.0 -0.42
C -0.2854 1.4149 0.0083 -0.4 -0.5 -0.1 0.22
C 1.1932 1.2003 -0.2476 0.0 -0.1 0.2 0.64
O 1.8437 1.9680 -0.9237 0.0 0.1 -0.1 -0.59
N 1.6558 0.0738 0.3466 -0.4 -0.2 0.2 -0.58
C 2.9480 -0.4756 0.3178 0.4 -0.3 0.0 0.13
C 3.1819 -1.6326 1.0422 -0.2 0.3 -0.1 -0.25
C 4.4420 -2.2130 1.0413 0.3 0.0 -0.1 -0.28
C 5.4815 -1.6492 0.3220 0.1 0.1 -0.1 0.23
O 6.7488 -2.1377 0.2559 -0.2 0.3 -0.2 -0.48
C 7.0506 -3.3125 0.9658 0.0 -0.2 0.1 -0.25
C 5.2423 -0.4666 -0.4180 0.1 -0.3 0.1 0.36
O 6.3080 0.0250 -1.0963 -0.1 -0.3 0.3 -0.49
C 6.1343 1.1990 -1.8546 0.0 0.2 -0.1 -0.25
C 3.9833 0.1057 -0.4129 0.1 0.2 -0.2 -0.34
C -1.1551 0.3762 -0.2029 0.4 -0.1 -0.2 -0.41
C -2.9339 -2.0010 0.0899 -0.1 0.1 0.0 -0.18
C -3.7889 -3.0749 -0.0008 -0.2 -0.1 0.0 -0.25
H -7.5067 -3.3997 -1.4824 0.0 0.0 0.0 0.18
H -7.7767 -3.3384 0.2833 0.0 0.0 0.0 0.18
H -7.6733 -4.9081 -0.5511 0.0 0.1 0.0 0.20
H -6.6905 -1.3995 -0.5323 -0.1 0.0 0.0 0.22
H -5.1458 0.4972 -0.3483 -0.1 0.1 0.0 0.24
H -0.4238 4.4856 1.1724 0.2 0.1 0.1 0.24
H 0.6489 4.1074 -0.2034 0.0 0.0 0.1 0.23
H 0.9815 3.4101 1.3986 -0.1 0.0 0.0 0.21
H 0.9931 -0.4498 0.9029 0.0 0.2 -0.1 0.41
H 2.3865 -2.0903 1.6119 -0.1 0.0 0.1 0.21
H 4.5969 -3.1133 1.6131 0.1 -0.1 0.0 0.22
H 8.1022 -3.5125 0.7671 -0.1 0.0 0.0 0.20
H 6.4500 -4.1599 0.6185 0.0 0.0 0.0 0.17
H 6.9053 -3.1820 2.0435 0.0 0.0 0.0 0.17
H 5.8408 2.0448 -1.2253 0.0 0.0 0.0 0.18
H 7.1051 1.4018 -2.3038 -0.1 0.0 0.0 0.20
H 5.3895 1.0614 -2.6444 0.0 0.0 0.0 0.18
H 3.7806 1.0033 -0.9688 0.1 0.0 0.0 0.26
H -0.7673 -0.5542 -0.5842 0.1 0.0 0.0 0.23
H -1.8898 -2.1850 0.2908 0.1 0.0 0.0 0.21
H -3.4276 -4.0855 0.1067 0.1 -0.1 0.0 0.23
```
Positions in Å, forces in eV/Å.



Record 4
The following is a DFT calculation (ωB97M-V with the def2-TZVPD basis set) of a structure of composition C20H21N4O7RhSSe2.

Values from the calculation:
Net charge: -2
Frontier orbital gap (eV): 5.7
LUMO energy (eV): 4.23

```
56
Properties=species:S:1:pos:R:3:forces:R:3:nbo_charge:R:1
Rh -0.9077 -1.2381 1.0629 -0.3 0.4 -0.1 0.56
N -1.6150 -2.0131 5.2701 0.0 0.0 0.0 -0.83
C -1.6003 -1.5853 3.9422 -0.2 0.0 -0.1 0.26
S -0.9433 -2.7089 2.7916 0.4 0.0 0.4 -0.09
N -2.1330 -0.4315 3.7082 0.0 -0.1 -0.1 -0.43
N -2.0389 -0.0386 2.3766 0.1 -0.2 0.1 -0.27
C -2.1381 1.2261 2.2059 -0.1 0.0 -0.1 0.13
C -1.9581 1.9771 0.9733 0.1 -0.1 0.0 -0.24
C -2.0426 3.3680 1.0736 0.0 0.1 -0.1 -0.14
C -1.8893 4.1988 -0.0212 0.0 0.0 0.1 -0.33
C -1.6538 3.6118 -1.2660 0.0 0.0 -0.1 -0.21
C -1.5538 2.2460 -1.4027 0.0 0.0 -0.1 -0.27
C -1.6700 1.3719 -0.2921 -0.3 -0.1 0.3 0.40
O -1.5822 0.0997 -0.4543 0.9 0.1 -0.3 -0.73
H -0.8418 -2.6291 5.4678 0.0 0.0 0.0 0.38
H -1.6522 -1.2266 5.9025 0.0 0.0 0.0 0.38
H -2.3280 1.8154 3.1031 0.0 0.0 0.0 0.18
H -2.2276 3.7992 2.0528 0.0 0.0 0.0 0.19
H -1.9423 5.2746 0.0874 0.0 0.0 0.0 0.19
H -1.5344 4.2417 -2.1424 0.0 0.0 0.0 0.19
H -1.3611 1.7887 -2.3667 0.0 0.0 0.0 0.20
O -0.8655 -1.9709 -4.4908 0.0 0.0 0.0 -0.72
C -0.5307 -3.2554 -3.9651 0.0 0.1 0.0 -0.04
C -0.5009 -3.2461 -2.4312 0.0 0.0 0.1 -0.15
C 0.0979 -4.6279 -2.0776 0.0 0.0 -0.1 -0.04
O -0.3066 -5.2096 -0.8664 0.1 0.0 0.0 -0.75
C 0.4126 -2.1062 -1.9752 0.0 0.1 -0.1 -0.58
Se 0.9932 -2.1643 -0.1095 0.0 -0.5 -0.2 -0.12
C -1.9304 -3.0160 -1.9308 -0.1 0.1 -0.1 -0.58
Se -2.3789 -2.8310 -0.0194 -0.1 -0.1 0.2 -0.03
H -0.8098 -2.0214 -5.4479 0.0 0.0 0.0 0.45
H 0.4631 -3.5563 -4.3286 0.0 0.0 0.0 0.15
H -1.2630 -4.0018 -4.3023 0.0 0.0 0.0 0.15
H 1.1937 -4.5240 -2.1216 0.0 0.0 0.0 0.15
H -0.1890 -5.3530 -2.8506 0.0 0.0 0.0 0.15
H -0.1605 -4.5412 -0.1738 -0.1 0.0 0.0 0.50
H -0.0895 -1.1516 -2.1325 0.0 0.0 0.0 0.24
H 1.3257 -2.1033 -2.5801 0.0 -0.1 0.0 0.19
H -2.5553 -3.8695 -2.2149 0.0 0.0 0.0 0.20
H -2.3158 -2.1344 -2.4429 0.0 0.0 0.0 0.22
O 1.6414 1.2674 3.7391 -0.1 0.1 0.0 -0.72
C 1.3887 0.8418 2.6036 0.1 -0.3 0.2 0.78
O 0.7018 -0.1821 2.3267 -0.1 0.4 -0.3 -0.77
C 2.0728 1.6047 1.4577 0.0 0.0 0.0 -0.16
C 1.8386 1.3229 0.1205 -0.1 0.0 0.0 -0.07
C 2.4729 2.0448 -0.8871 0.0 0.0 0.0 -0.23
C 3.3725 3.0457 -0.5757 -0.1 -0.1 0.0 -0.21
C 3.6095 3.2993 0.7688 0.2 0.2 0.0 -0.02
C 2.9790 2.6088 1.7862 -0.1 0.0 0.0 -0.15
N 4.5746 4.3546 1.1153 -0.1 0.0 0.0 0.54
O 5.1323 4.9509 0.2037 0.0 0.0 0.0 -0.43
O 4.7758 4.5989 2.2912 0.0 0.0 -0.1 -0.40
H 1.1734 0.5112 -0.1320 -0.1 0.0 0.0 0.24
H 2.2521 1.8194 -1.9221 0.0 0.0 0.0 0.21
H 3.8805 3.6199 -1.3353 0.0 0.0 0.0 0.23
H 3.1571 2.8278 2.8281 0.0 0.0 0.0 0.27
```
Positions in Å, forces in eV/Å.